109
Properties=species:S:1:pos:R:3:forces:R:3:lowdin_charge:R:1 method="wB97M-V/def2-TZVPD" charge=+3 lumo_ev=-7.33 largest_force_ev_per_a=11.3 de_lowest_kj_mol=2697.4 homo_lumo_gap_ha=0.3076
C -1.751 0.623 3.483 0.208 3.661 0.942 -0.06
C -1.295 0.962 2.061 -5.160 2.377 5.122 -0.14
N -2.038 2.224 1.585 -1.088 0.767 -0.519 0.02
C -1.366 3.377 1.175 -4.321 0.447 1.243 -0.01
C -2.389 4.269 0.737 1.458 -1.754 1.064 0.03
N -3.631 3.614 0.817 2.207 -0.585 0.549 -0.05
C -3.390 2.365 1.316 2.480 0.485 0.217 0.02
C -4.955 4.213 0.645 -0.940 0.639 0.229 0.00
H -1.607 1.495 4.120 -0.660 0.612 -0.034 0.11
H -1.035 -0.064 3.935 -1.804 3.259 -0.517 0.01
H -2.770 0.236 3.497 0.322 0.833 0.467 0.09
H -1.564 0.167 1.366 -1.973 1.606 3.155 0.09
H -0.243 1.222 2.179 -2.142 0.544 0.025 0.09
H -0.290 3.422 1.257 -0.913 0.199 0.571 0.11
H -2.208 5.263 0.355 -0.595 0.013 0.103 0.14
H -4.062 1.525 1.410 -0.315 0.396 0.169 0.17
H -5.337 4.596 1.591 0.005 -0.704 0.317 0.12
H -5.643 3.520 0.160 0.123 -0.019 0.567 0.08
H -5.022 5.135 0.067 1.010 -0.221 -0.511 0.11
C -5.141 3.128 -2.446 1.361 -0.182 -0.186 -0.04
C -3.871 2.567 -3.142 -1.004 0.428 -0.377 -0.15
N -2.684 2.581 -2.271 2.615 2.033 -0.344 -0.05
C -2.218 1.546 -1.499 2.109 0.876 0.617 0.01
C -0.968 1.906 -0.902 -4.016 3.775 -4.652 0.00
N -0.746 3.283 -1.301 -3.565 -3.444 -3.521 -0.08
C -1.740 3.601 -2.219 0.258 -1.715 2.046 0.04
C 0.282 4.188 -0.926 1.001 0.893 -0.140 -0.02
H -5.235 2.700 -1.448 -0.204 -0.180 -0.321 0.04
H -6.026 2.933 -3.053 0.090 0.080 0.124 0.10
H -4.951 4.197 -2.351 -0.486 0.079 0.119 0.08
H -3.674 3.195 -4.011 0.265 0.042 0.099 0.13
H -4.051 1.580 -3.567 0.328 -0.215 0.448 0.13
H -2.825 0.653 -1.499 0.359 -0.152 0.312 0.13
H -0.326 1.327 -0.254 -3.462 4.170 -4.103 -0.04
H -1.726 4.543 -2.747 -0.447 -0.091 -0.062 0.17
H 0.489 4.074 0.139 0.237 0.871 -0.978 0.08
H -0.079 5.191 -1.154 0.302 0.047 0.075 0.12
H 1.202 3.971 -1.470 -0.019 0.165 0.012 0.13
C -0.858 -2.926 -0.830 -3.437 -3.013 1.295 -0.12
C -1.529 -1.675 -0.257 -0.527 -1.505 -1.517 -0.15
N -1.661 -1.659 1.182 2.085 -1.465 0.406 -0.05
C -2.860 -1.838 1.849 1.760 0.297 2.409 0.06
C -2.505 -1.698 3.210 -0.989 -2.368 -2.138 -0.03
N -1.165 -1.539 3.286 1.973 -3.856 -2.861 -0.14
C -0.571 -1.555 2.032 -6.676 0.561 2.482 0.00
C -0.379 -1.440 4.527 0.400 -2.399 -0.428 0.04
H -1.097 -3.098 -1.879 -0.065 0.496 -0.077 0.11
H -1.320 -3.788 -0.348 -0.446 -0.075 0.029 0.11
H 0.204 -3.064 -0.628 -3.321 -0.838 -0.172 0.02
H -2.548 -1.621 -0.641 -0.042 0.054 -0.104 0.14
H -0.947 -0.840 -0.646 -1.387 -0.490 0.298 0.08
H -3.755 -2.129 1.318 0.000 0.159 0.287 0.14
H -3.074 -1.778 4.125 -0.193 -0.071 -0.262 0.16
H 0.435 -1.233 1.806 -2.830 -0.110 1.087 0.07
H 0.213 -0.527 4.459 0.069 -0.345 0.944 0.11
H 0.293 -2.298 4.533 0.015 -0.021 0.095 0.11
H -1.089 -1.583 5.341 0.373 0.669 0.225 0.14
C 2.997 -1.787 4.475 0.909 1.688 1.041 -0.02
C 2.690 -0.592 3.557 -1.666 -1.427 2.770 -0.22
N 3.634 -0.517 2.545 1.333 -0.685 -4.628 -0.02
C 4.870 0.040 2.686 1.579 0.165 -0.811 0.00
C 5.521 -0.077 1.492 0.685 0.554 0.902 -0.01
N 4.674 -0.629 0.581 0.134 -2.304 1.116 -0.07
C 3.543 -0.956 1.242 2.707 -0.712 1.219 -0.03
C 5.022 -1.066 -0.793 -1.397 0.767 -0.128 0.04
H 2.893 -2.739 3.954 1.118 2.691 1.008 -0.02
H 2.283 -1.819 5.298 0.210 0.172 0.262 0.08
H 4.016 -1.750 4.862 -0.037 0.331 0.337 0.09
H 2.673 0.404 4.001 0.019 -0.139 0.586 0.14
H 1.679 -0.772 3.191 1.117 -0.008 0.201 0.06
H 5.341 0.419 3.581 -0.601 -0.095 0.197 0.15
H 6.577 0.076 1.326 -0.212 0.290 -0.297 0.14
H 2.732 -1.502 0.782 2.098 0.067 0.636 0.11
H 4.861 -0.172 -1.396 0.603 -0.039 -0.294 0.10
H 4.260 -1.758 -1.150 0.002 -0.206 0.357 0.09
H 5.993 -1.533 -0.955 0.015 0.348 0.613 0.11
C 1.038 -1.814 -1.577 2.298 -0.308 -1.097 -0.15
C 1.261 -2.636 -2.837 1.508 -0.484 1.436 -0.09
N 1.211 -1.808 -4.035 -0.117 0.177 -0.686 -0.03
C 0.474 -0.659 -4.201 -0.968 0.422 -0.513 0.00
C 0.650 -0.190 -5.489 -0.095 -1.154 1.313 -0.01
N 1.505 -1.060 -6.077 1.140 -0.767 0.151 -0.07
C 1.891 -2.049 -5.143 -1.114 2.266 -3.179 0.05
C 1.919 -0.888 -7.522 1.013 -2.323 0.682 0.04
H 0.001 -1.508 -1.437 1.840 0.674 -1.620 0.03
H 1.686 -0.954 -1.413 0.670 -2.289 -1.866 0.07
H 1.128 -2.379 -0.649 2.241 0.434 -1.634 0.06
H 0.703 -3.573 -2.867 -0.790 0.454 -0.513 0.14
H 2.270 -3.047 -2.817 0.290 0.247 0.057 0.14
H -0.255 -0.366 -3.460 0.363 0.147 0.029 0.12
H 0.198 0.601 -6.069 0.047 0.042 0.339 0.14
H 2.526 -2.863 -5.458 0.034 -0.053 0.560 0.17
H 2.220 0.110 -7.842 -0.527 -0.001 0.501 0.11
H 1.247 -1.436 -8.182 -0.658 0.750 0.136 0.11
H 2.786 -1.541 -7.623 0.439 0.336 0.046 0.09
P 1.477 -4.021 2.028 1.448 -4.630 -0.304 0.42
F 2.334 -3.754 3.390 -2.632 -3.909 -2.216 -0.13
F 0.053 -4.110 2.794 1.058 0.652 0.264 -0.11
F 1.412 -2.327 1.866 3.018 -9.749 4.809 -0.27
F 0.577 -4.150 0.636 2.125 -0.636 1.948 -0.18
F 2.881 -4.107 1.194 -0.890 1.739 -0.310 -0.14
F 1.747 -5.678 2.202 -1.607 2.262 -0.052 -0.16
P 1.128 0.582 0.488 5.579 -1.239 -0.887 0.46
F 0.940 2.173 0.293 1.864 -0.686 2.090 -0.14
F -0.478 0.345 0.460 6.773 -4.160 -1.511 -0.30
F 1.089 0.388 -1.126 -0.585 3.668 1.124 -0.15
F 1.288 -1.090 0.680 -1.736 9.303 -6.122 -0.29
F 2.725 0.814 0.314 -1.949 0.777 0.257 -0.07
F 1.206 0.684 2.128 0.916 0.866 -2.641 -0.12